Here is the ion C7H12ClN2O2 with charge +1 from the Open Molecules 2025 dataset. Energies are from ωB97M-V/def2-TZVPD.

Geometry as XYZ:
```
24
Properties=species:S:1:pos:R:3:forces:R:3:nbo_charge:R:1
C 0.85609 1.34652 1.04636 3.240 -1.164 1.359 -0.4003
C 0.29319 0.47683 2.10764 1.374 -0.667 2.400 -0.5207
C 1.33189 0.57545 -0.16427 -0.542 1.960 -1.733 -0.4071
C -1.12963 0.36972 2.42585 -0.556 -1.336 0.534 -0.2115
C 0.23761 -0.05453 -1.06270 -0.498 3.402 -0.413 0.0466
C -1.08548 -0.50836 -0.40460 0.100 -0.748 -0.217 0.1585
C -0.22329 0.78367 -2.31572 1.516 0.612 0.418 -0.6252
N 0.47265 -1.44897 -1.38182 -3.202 0.102 1.198 0.2889
N -0.70307 -1.77148 -0.67109 0.864 -1.605 -0.338 0.0842
O 1.35632 -2.18749 -1.59907 2.572 -1.570 -0.543 -0.2417
O -1.28531 -2.97416 -0.63536 0.555 -1.938 -0.202 -0.4692
Cl -2.61883 0.07421 -0.81103 -0.354 -0.059 0.653 0.1562
H 0.20343 2.04144 0.76101 -2.824 3.050 -1.176 0.2092
H 1.72432 1.93308 1.52471 -1.030 -0.953 -1.114 0.2462
H 0.79548 -0.52143 2.00892 -0.737 0.326 0.207 0.2278
H 0.76029 0.78315 3.11025 -0.466 -0.157 -0.907 0.2621
H 1.80466 1.33676 -0.81778 0.204 -0.679 0.259 0.2451
H 2.04238 -0.14436 0.11475 1.049 -1.101 0.245 0.2317
H -1.25906 -0.32766 3.33255 -0.499 1.158 -1.687 0.2153
H -1.95750 1.04240 2.09839 0.989 -0.594 0.355 0.2151
H 0.55056 1.02520 -3.05497 0.520 -0.014 0.750 0.2554
H -0.65210 1.74788 -1.96115 0.108 -0.833 -0.257 0.2497
H -0.88252 0.21909 -2.92933 -1.129 -0.402 -0.073 0.2344
H -0.63207 -3.81695 -0.72154 -1.255 3.208 0.282 0.5497
```
Positions in Å, forces in eV/Å.

Properties
LUMO energy (spin up / spin down), eV: -5.89 / -5.07
Relative energy (zero: lowest compared OMol25 entry of this formula, charge and spin), eV: 4.9165
Molecular weight, u: 191.64
Total charge: +1

---

Here is an isolated molecule of C6H9N from the Open Molecules 2025 dataset. Energies are from ωB97M-V/def2-TZVPD.

Geometry as XYZ:
```
16
Properties=species:S:1:pos:R:3:forces:R:3:nbo_charge:R:1
C 2.25710 -0.58104 -0.00991 0.055 0.019 0.036 -0.6829
C 1.15628 0.42063 0.25506 -0.106 0.109 0.087 0.3018
C -0.02141 0.38974 -0.68268 0.297 -0.091 -0.132 -0.3246
C -1.44408 0.17031 -0.22893 -0.034 0.301 -0.059 0.0647
C -2.44176 -0.86717 0.11902 -0.012 0.010 0.014 -0.6523
C -1.11672 1.39063 -0.48937 -0.224 -0.196 0.079 -0.1580
N 1.17137 1.29935 1.17736 0.160 -0.281 -0.155 -0.6373
H 3.17583 -0.31247 0.52114 -0.153 -0.048 -0.060 0.2147
H 1.94551 -1.57981 0.31909 -0.001 0.133 -0.063 0.2282
H 2.47825 -0.64901 -1.08039 -0.049 0.024 0.134 0.2226
H 0.24803 0.06602 -1.69650 -0.026 0.077 0.149 0.1769
H -3.43355 -0.42119 0.23976 0.162 -0.054 0.017 0.2284
H -2.17761 -1.38927 1.04420 0.022 0.091 -0.113 0.2318
H -2.49529 -1.61585 -0.67989 0.033 0.095 0.125 0.2270
H -1.33774 2.44503 -0.52776 0.004 -0.171 -0.040 0.2325
H 2.03578 1.23409 1.71980 -0.127 -0.021 -0.020 0.3266
```
Positions in Å, forces in eV/Å.

Properties
LUMO energy, eV: 1.03
Relative energy (zero: lowest compared OMol25 entry of this formula, charge and spin), eV: 2.6970
Molecular weight, u: 95.14
Total charge: 0
SMILES: [H]/N=C(\C)[C@@H]1C=C1C

---

Here is a cluster of 2 separate species, CH3ClNO2S in total from the Open Molecules 2025 dataset. Energies are from ωB97M-V/def2-TZVPD.

Geometry as XYZ:
```
9
Properties=species:S:1:pos:R:3:forces:R:3:nbo_charge:R:1
C 2.35362 0.23920 -1.07540 -1.260 -0.844 -1.314 -0.3247
N -1.72766 0.82247 0.43462 2.080 0.604 1.323 -1.1555
O 0.14831 -0.92121 1.38689 -0.016 0.841 1.202 -1.0225
O -1.24883 -1.57458 -0.39104 -1.232 -0.877 -1.216 -1.0510
S -0.43597 -0.49034 0.12119 -0.255 0.809 -0.725 1.6499
Cl 2.70263 0.07528 0.52901 0.751 -0.204 0.857 0.0744
H 1.87642 -0.76262 -1.39737 0.788 1.025 0.544 0.1193
H -1.11522 1.68763 0.55037 -1.653 -1.238 -0.512 0.3446
H -2.55331 0.92419 -0.15826 0.798 -0.118 -0.159 0.3653
```
Positions in Å, forces in eV/Å.

Properties
LUMO energy (spin up / spin down), eV: 3.23 / 3.23
Relative energy (zero: lowest compared OMol25 entry of this formula, charge and spin), eV: 4.3544
Molecular weight, u: 128.56
Total charge: -1

---

Here is a cluster of 3 separate species, C37H77BF4N5O in total from the Open Molecules 2025 dataset. Energies are from ωB97M-V/def2-TZVPD.

Geometry as XYZ:
```
125
Properties=species:S:1:pos:R:3:forces:R:3:mulliken_charge:R:1
C 3.04649 -1.31136 4.43155 0.286 0.103 -0.123 -1.2858
C 4.20718 -0.45211 4.00174 -0.455 -0.072 -0.282 -0.6778
C 4.67661 -0.85238 2.63245 0.788 0.525 -0.164 0.3201
C 5.66915 0.13032 2.00972 -0.463 0.096 0.108 -1.0558
C 5.39391 0.41647 0.55391 0.063 -0.726 0.041 -0.8894
C 5.36407 -0.83261 -0.31777 0.207 0.337 -0.411 0.0138
C 4.28637 -0.78729 -1.38417 0.204 0.197 0.706 -1.5175
C 2.86833 -0.92803 -0.87503 0.037 -0.092 -0.676 0.2674
C 2.35942 -2.35549 -0.85284 0.314 0.762 0.420 -0.5313
C 0.87292 -2.42538 -1.05768 0.222 -0.188 -0.247 -0.3340
C 0.33583 -3.83964 -0.97641 -0.156 0.082 0.502 -1.1682
C -0.26652 -4.15085 0.37213 0.052 0.640 0.274 -1.0356
C -1.32930 -3.12842 0.78134 0.003 -0.863 0.032 0.6966
C -2.63253 -3.74794 1.22514 -0.241 0.538 -0.067 -1.3768
C -3.82608 -2.81175 1.14319 0.125 0.037 0.794 -0.8193
C -4.00750 -1.92198 2.38177 -0.256 0.079 -0.689 -1.2153
C -3.92687 -0.44227 2.07396 0.612 -0.482 0.502 -0.7929
C -2.59781 -0.09001 1.43508 -0.372 -0.521 -0.072 0.1283
C -2.35156 1.34806 1.33387 1.866 -1.475 1.448 0.1642
C -3.06294 2.23397 0.69502 -2.148 2.121 -1.350 -0.4493
B -4.35774 2.22561 -0.22392 0.166 0.745 0.057 0.2523
O -5.52434 1.63351 0.13677 -0.456 0.175 0.049 -0.4293
N -4.22959 2.94388 -1.44112 0.257 -2.017 -0.437 0.1265
C -5.36941 2.72363 -2.35637 0.666 0.996 -0.175 -1.0884
C -2.99838 2.44005 -2.14172 -0.414 0.797 0.304 -1.2624
N -2.44900 3.45361 0.90553 -0.985 0.677 -0.801 0.1701
C -1.38902 3.30974 1.63738 0.150 2.339 -0.407 -0.4836
N -1.27194 2.05969 1.90483 0.412 -3.209 0.933 -0.0371
C -0.14439 1.54903 2.68266 0.281 1.165 -0.887 0.6887
F -0.13849 0.23924 2.67216 0.100 -0.844 0.105 -0.2674
F -0.26787 2.00355 3.90908 -0.168 0.113 1.283 -0.3426
C 1.20685 2.04375 2.11220 0.044 -1.228 0.445 0.3149
F 1.50144 3.25082 2.56777 -0.023 1.026 0.121 -0.2760
F 1.13700 2.04674 0.78647 -0.130 0.253 -1.077 -0.2523
H 2.34380 -1.40992 3.62453 -0.611 0.063 -0.418 0.1392
H 3.41462 -2.30014 4.61231 0.068 -0.733 0.354 0.4061
H 2.54739 -0.93519 5.30269 -0.283 0.087 0.552 0.3989
H 5.00060 -0.54156 4.71229 0.656 0.075 0.538 0.4354
H 3.92947 0.59024 3.96933 -0.189 0.586 0.096 0.3803
H 5.13870 -1.82258 2.67290 0.010 -0.682 -0.006 0.5057
H 3.82817 -0.92228 1.97764 -0.654 -0.184 -0.390 -0.3766
H 6.67150 -0.23775 2.11849 0.646 -0.173 0.101 0.3347
H 5.61579 1.06691 2.54495 0.112 0.408 0.331 0.5090
H 4.45837 0.93178 0.43195 -0.640 0.429 0.161 0.3588
H 6.15698 1.07042 0.18234 0.398 0.569 -0.285 0.4463
H 6.29289 -0.85482 -0.85471 0.725 -0.271 -0.222 0.4935
H 5.33627 -1.74269 0.25645 -0.232 -0.439 0.358 -0.1498
H 4.50276 -1.54937 -2.10686 -0.026 -0.426 -0.609 0.5727
H 4.39231 0.16817 -1.87193 0.053 0.428 -0.404 0.3348
H 2.23328 -0.38407 -1.55390 -0.445 0.456 -0.286 0.7697
H 2.77586 -0.46200 0.09144 -0.181 0.275 0.537 -0.5951
H 2.64950 -2.77076 0.10081 0.118 -0.691 0.274 0.2347
H 2.85740 -2.86416 -1.65862 0.233 -0.652 -0.229 0.3588
H 0.39282 -1.73978 -0.37547 -0.309 0.175 0.377 0.1266
H 0.67217 -2.04333 -2.04125 -0.125 0.383 -0.627 0.2413
H 1.16018 -4.50705 -1.14289 0.376 -0.540 -0.316 0.4915
H -0.39575 -4.01671 -1.73792 -0.494 -0.114 -0.598 0.4121
H -0.68447 -5.13630 0.42539 -0.158 -0.684 -0.160 0.5518
H 0.53811 -4.11981 1.08432 0.437 -0.122 0.560 0.3775
H -1.52149 -2.47523 -0.04628 -0.112 0.522 -0.518 0.3521
H -0.94078 -2.55461 1.60385 0.190 0.641 0.273 -0.3052
H -2.87106 -4.63227 0.66448 0.133 -0.543 -0.376 0.5433
H -2.51389 -4.01966 2.25631 -0.070 -0.621 0.609 0.3732
H -3.76885 -2.18878 0.26637 0.006 0.149 -0.606 0.4851
H -4.70956 -3.40814 1.04486 -0.593 -0.362 -0.194 0.4468
H -4.99819 -2.07503 2.75992 -0.579 -0.235 0.452 0.4831
H -3.33030 -2.21045 3.16606 0.496 -0.052 0.390 0.5250
H -4.74179 -0.21222 1.42332 -0.550 0.527 -0.280 0.1882
H -3.98549 0.09236 3.00643 -0.429 0.483 0.404 0.5544
H -1.84508 -0.62613 1.96595 0.478 -0.112 0.162 0.0972
H -2.60592 -0.47540 0.43553 0.215 -0.317 -0.678 0.3201
H -5.97065 2.06289 0.86846 -0.167 -0.368 0.429 0.3210
H -5.28197 3.44310 -3.14546 -0.009 0.479 -0.549 0.2350
H -5.29850 1.75898 -2.82082 -0.222 -0.734 -0.055 0.4240
H -6.31853 2.88395 -1.89532 -0.490 -0.114 0.484 0.4019
H -2.90066 1.37268 -2.05185 0.068 -0.606 -0.020 0.4141
H -2.11226 2.90188 -1.75654 0.538 0.286 0.226 0.3357
H -3.06458 2.66518 -3.18454 -0.042 0.297 -0.642 0.4243
H -2.81496 4.30935 0.52791 0.090 0.326 -0.089 0.2931
H -0.74697 4.10568 1.92156 0.499 0.328 0.315 0.6786
H 1.96449 1.33907 2.40915 0.504 -0.335 0.309 0.0904
C 5.76837 -4.89902 -1.03842 -0.252 0.029 -0.162 -1.1186
C 6.64578 -6.07366 -0.64365 -0.160 0.084 0.198 -0.4585
N 8.03059 -5.70265 -0.44140 0.122 -0.044 -0.007 0.0989
C 8.91544 -6.84602 -0.30516 0.148 -0.203 -0.071 -0.7192
C 8.73503 -7.76767 0.90917 0.088 0.024 -0.003 -0.9669
C 8.25275 -4.61292 0.49018 -0.054 0.275 0.098 -0.6660
C 7.74502 -4.77402 1.93256 0.086 0.073 -0.006 -0.9520
H 6.14358 -4.42046 -1.94440 0.060 0.038 0.025 0.3280
H 4.75783 -5.25688 -1.24423 -0.013 -0.018 -0.027 0.4375
H 5.67662 -4.13939 -0.26068 0.086 -0.047 0.057 0.0298
H 6.60758 -6.81322 -1.44683 0.093 -0.045 0.015 0.4988
H 6.20398 -6.55830 0.24324 -0.019 -0.008 -0.036 0.2388
H 9.94724 -6.48686 -0.32486 -0.011 0.093 0.034 0.3596
H 8.80551 -7.45064 -1.21008 -0.095 0.027 -0.023 0.4235
H 9.13008 -7.32429 1.82183 -0.063 0.037 0.030 0.2311
H 9.28272 -8.69684 0.74602 0.010 -0.011 -0.027 0.3925
H 7.69097 -8.03203 1.07601 -0.029 0.012 -0.006 0.2754
H 7.79607 -3.71256 0.07017 -0.044 -0.047 -0.035 0.3139
H 9.32225 -4.39377 0.50872 0.053 -0.121 -0.014 0.3501
H 6.74753 -5.21398 1.97214 -0.014 -0.005 -0.029 0.2358
H 7.69120 -3.79436 2.41357 -0.001 0.010 -0.019 0.3234
H 8.41191 -5.38582 2.53611 -0.041 -0.095 0.008 0.3312
C -9.78163 6.80644 -1.73240 -0.009 -0.007 0.049 -1.5103
C -8.42170 6.33592 -2.22310 -0.040 0.084 0.195 -0.1209
N -8.17591 6.63846 -3.61765 0.080 -0.038 -0.069 0.0747
C -7.00095 5.97707 -4.14553 0.131 -0.213 -0.098 -0.7213
C -5.62710 6.35909 -3.57250 0.032 -0.034 -0.092 -1.0083
C -8.34309 8.03125 -3.99665 -0.155 0.270 -0.006 -0.7450
C -7.48118 9.08469 -3.28359 -0.001 0.001 -0.110 -0.9484
H -10.58300 6.38183 -2.33662 0.002 0.023 -0.054 0.3433
H -9.92928 6.48771 -0.70020 -0.004 -0.016 0.014 0.4357
H -9.87243 7.89197 -1.74958 -0.003 0.013 -0.001 0.3202
H -8.37690 5.24851 -2.10620 0.083 -0.016 -0.072 0.2885
H -7.64575 6.75276 -1.55737 -0.028 -0.027 0.014 0.2254
H -6.98036 6.11800 -5.22871 -0.040 0.090 -0.009 0.3415
H -7.14295 4.90028 -4.00071 -0.060 0.010 0.071 0.4180
H -5.28058 7.31899 -3.94988 -0.024 0.058 0.068 0.3388
H -4.88504 5.61619 -3.87512 0.005 -0.005 -0.028 0.4190
H -5.62814 6.39247 -2.48222 -0.031 0.017 0.020 0.1969
H -9.39193 8.29534 -3.85022 -0.010 -0.060 0.056 0.4164
H -8.18948 8.11120 -5.07451 0.088 -0.098 -0.023 0.3583
H -7.41632 8.90746 -2.20931 -0.027 -0.016 0.014 0.2392
H -7.92005 10.07326 -3.42525 -0.021 -0.001 0.002 0.3739
H -6.47039 9.12781 -3.68498 0.057 -0.045 0.059 0.2831
```
Positions in Å, forces in eV/Å.

Properties
LUMO energy, eV: -2.58
Molecular weight, u: 694.86
Total charge: +1

---

Here is a structure of composition C28H29N5ORuSSi from the Open Molecules 2025 dataset. Energies are from ωB97M-V/def2-TZVPD.

Geometry as XYZ:
```
66
Properties=species:S:1:pos:R:3:forces:R:3:mulliken_spin:R:1
Ru -0.85293 -1.44380 0.98772 -0.024 -0.012 0.251 1.8357
N 1.96964 -2.39303 3.99370 0.022 0.000 -0.001 -0.0064
C 1.26012 -1.81094 3.02811 0.039 -0.002 0.017 -0.0017
S -0.51286 -1.89562 3.16817 -0.001 0.017 -0.051 0.2692
N 1.85237 -1.18545 2.05649 -0.081 -0.007 -0.022 0.0654
N 0.95595 -0.66730 1.15168 0.031 -0.052 0.036 -0.0074
C 1.31022 0.30584 0.38176 0.014 0.053 -0.004 0.1032
C 2.64665 0.91289 0.48992 -0.032 -0.025 -0.045 0.0078
C 3.02246 1.55793 1.66395 0.031 0.014 0.040 0.0012
C 4.27522 2.14351 1.74936 -0.023 -0.005 0.008 -0.0021
C 5.15747 2.05806 0.68133 0.005 -0.002 -0.014 0.0089
C 4.78791 1.39753 -0.48393 -0.003 -0.002 0.018 0.0100
C 3.52636 0.83633 -0.58863 0.044 0.024 -0.022 0.0434
C 0.33207 0.75052 -0.71390 -0.011 0.028 -0.018 0.1941
C 0.74977 1.97644 -1.45449 -0.025 0.031 0.047 0.7127
C -0.42771 2.53208 -2.12709 0.014 0.049 0.039 0.0689
C -2.22210 1.17637 -2.10957 0.032 0.042 0.024 -0.0184
C -2.14617 0.18737 -0.88544 -0.032 -0.025 0.073 0.0984
N -1.81551 -1.23714 -0.78377 -0.038 -0.025 -0.102 -0.0099
H 1.52798 -2.86490 4.76337 -0.002 -0.002 -0.006 0.0031
H 2.97584 -2.33106 3.97179 -0.002 -0.001 0.013 0.0003
H 2.33578 1.61111 2.49927 0.000 0.006 -0.010 0.0022
H 4.56482 2.66106 2.65353 0.005 0.004 -0.003 0.0001
H 6.13769 2.50899 0.75569 0.003 -0.003 0.000 0.0003
H 5.48070 1.32468 -1.31093 0.000 0.004 -0.002 0.0001
H 3.23376 0.33319 -1.50387 -0.008 -0.006 0.010 -0.0008
H 1.73441 2.40839 -1.42168 0.012 -0.029 -0.039 -0.0522
H -0.30006 3.53604 -2.51836 -0.009 -0.001 -0.002 0.0039
H -3.22493 1.23549 -2.51933 -0.002 0.010 -0.002 -0.0023
H -3.12192 0.26193 -0.41133 -0.006 0.016 0.010 0.0074
C 1.63098 -3.42037 -1.71604 -0.028 0.041 0.046 0.0246
Si -0.21849 -3.35124 -1.63295 -0.012 -0.038 -0.065 -0.0219
C -1.15701 -3.61028 -3.19902 -0.013 0.025 0.063 -0.0010
C -0.92253 -4.26358 -0.17695 -0.042 -0.013 0.002 0.0136
N -0.54592 -1.52963 -1.15547 0.074 0.000 -0.162 -0.0861
C 0.21594 -0.45122 -1.64208 -0.007 -0.057 0.021 0.2736
C 0.45900 -0.41788 -3.06952 0.004 0.054 -0.029 0.0256
C -0.19743 0.50708 -3.78136 0.027 -0.025 0.016 0.1180
C -1.09572 1.51807 -3.14669 -0.024 -0.031 -0.062 0.0809
C -1.60966 2.27017 -1.15987 0.002 -0.009 -0.042 0.0204
C -1.14867 1.12528 -0.21855 0.017 0.024 0.003 0.0727
O -1.13059 1.13210 1.18190 -0.043 -0.022 -0.017 0.0923
C -2.15766 1.68540 1.97062 0.053 -0.010 0.008 0.0121
C -1.83245 1.76990 3.31550 -0.059 0.007 0.003 0.0111
C -2.76600 2.26899 4.20781 0.027 -0.009 0.007 -0.0061
C -4.01216 2.68477 3.75775 -0.017 0.009 -0.017 0.0048
C -4.31555 2.60245 2.40993 -0.004 0.003 0.024 -0.0026
C -3.39223 2.09784 1.49866 0.010 0.015 0.005 0.0122
H 1.97252 -4.40662 -1.39394 -0.015 -0.015 -0.025 0.0007
H 2.09567 -2.69178 -1.04496 -0.001 -0.017 0.011 -0.0162
H 2.01603 -3.25672 -2.72248 -0.005 0.010 -0.009 0.0007
H -1.01609 -4.63840 -3.54146 0.007 -0.009 0.008 0.0006
H -0.82821 -2.94671 -3.99879 0.007 -0.005 -0.001 0.0013
H -2.22618 -3.46001 -3.03749 0.001 -0.001 -0.013 0.0002
H -0.93739 -5.32743 -0.43793 0.066 -0.008 0.024 0.0128
H -1.96133 -4.01436 0.05401 0.012 0.038 -0.035 -0.0010
H -0.30485 -4.18057 0.72303 -0.006 -0.018 0.020 0.0005
H 1.05079 -1.18873 -3.55046 -0.002 -0.007 -0.001 0.0272
H -0.07268 0.53121 -4.85767 -0.001 0.008 -0.001 -0.0057
H -1.58928 2.10040 -3.92216 0.002 -0.005 -0.001 -0.0047
H -2.16977 3.09679 -0.73968 0.015 -0.002 -0.017 -0.0028
H -0.85074 1.45738 3.64689 0.006 -0.006 -0.007 0.0072
H -2.51498 2.34185 5.25729 0.000 0.000 -0.001 -0.0003
H -4.73840 3.07792 4.45500 -0.003 0.002 -0.004 0.0001
H -5.27964 2.93441 2.04927 -0.001 -0.001 0.002 0.0000
H -3.66231 2.06702 0.45432 0.003 -0.031 0.003 -0.0003
```
Positions in Å, forces in eV/Å.

Properties
Expectation value of S²: 6.0990
LUMO energy (spin up / spin down), eV: -7.76 / -8.56
Multiplicity: 5
Relative energy (zero: lowest compared OMol25 entry of this formula, charge and spin), eV: 7.2808
Molecular weight, u: 612.80
Total charge: +2

---

Number 1: F_max 4.320 eV/A. Number 2: F_max 0.358 eV/A. Number 3: F_max 2.538 eV/A. Number 4: F_max 3.367 eV/A. Number 5: F_max 0.252 eV/A.